47
Properties=species:S:1:pos:R:3:forces:R:3:nbo_charge:R:1 method="wB97M-V/def2-TZVPD" e_tot_ev=-45530.349 e_homo_ev=-9.00 gap_ev=8.57 smiles="COc1ccc([N+](=O)[O-])cc1N(CC(=O)NC[C@@H]1CCCO1)S(C)(=O)=O"
C -1.47002 -2.87867 -2.28870 0.0 -0.2 -0.1 -0.2539
H -1.77943 -2.59357 -3.29932 0.0 0.0 0.1 0.1776
H -0.56615 -3.48260 -2.33733 -0.1 0.0 0.0 0.2121
H -2.26185 -3.44930 -1.79878 0.0 0.0 0.0 0.1935
O -1.11961 -1.74646 -1.51972 -0.1 0.3 -0.1 -0.4933
C -2.08352 -0.89694 -1.12862 -0.2 0.4 -0.1 0.3462
C -3.35930 -0.80960 -1.67786 0.3 -0.2 0.0 -0.3005
C -4.22382 0.19020 -1.27435 -0.1 0.4 0.3 -0.1457
C -3.81672 1.10560 -0.31418 0.8 -1.0 -0.5 -0.0115
C -2.56344 1.00504 0.28922 -0.1 0.0 -0.1 -0.2137
C -1.70351 0.00064 -0.10069 -0.8 -0.3 -0.6 0.1724
N -0.45140 -0.22366 0.46769 0.2 -0.6 0.4 -0.7039
S -0.21881 -1.76935 1.14535 0.1 -0.2 0.7 2.3063
O -1.46049 -2.47659 1.05170 -0.2 0.1 0.2 -0.9420
O 0.94421 -2.36541 0.56601 0.2 0.1 0.2 -0.9336
C 0.09611 -1.45164 2.89794 -0.1 0.0 -0.8 -0.8757
H 0.16604 -2.42918 3.35893 0.0 -0.2 0.0 0.2606
H -0.75242 -0.91184 3.29771 -0.2 0.1 0.1 0.2404
H 1.02424 -0.90870 3.02311 0.1 0.1 0.0 0.2707
C 0.32811 0.86873 0.99861 0.3 0.1 0.4 -0.3176
H 0.04159 1.15363 2.01904 0.1 0.0 -0.1 0.2099
H 0.19749 1.73910 0.34773 0.0 -0.1 0.0 0.2436
C 1.81241 0.48238 0.99828 -0.2 0.3 -0.2 0.6766
O 2.50428 0.61052 1.99083 0.2 0.1 0.3 -0.6427
N 2.24248 0.01463 -0.17523 0.2 0.0 -0.3 -0.5852
H 1.57432 -0.14003 -0.91346 -0.1 0.0 0.1 0.4079
C 3.59600 -0.43137 -0.38023 0.1 0.4 -0.2 -0.2605
H 4.09472 -0.36431 0.58844 0.0 -0.1 -0.1 0.2292
H 3.59790 -1.47004 -0.71914 0.1 0.0 0.0 0.2098
C 4.31328 0.47061 -1.40835 0.1 -0.4 0.0 0.0916
C 5.83482 0.29444 -1.32671 -0.3 0.1 -0.1 -0.4260
H 6.28788 0.57389 -2.27743 0.0 -0.1 0.0 0.2137
C 6.22716 1.29126 -0.22737 -0.1 0.1 0.0 -0.4420
H 6.40332 0.78503 0.72003 0.0 0.0 0.0 0.2112
C 5.00437 2.22582 -0.12143 0.2 0.2 0.3 -0.0838
H 5.25163 3.27366 -0.30237 0.0 -0.1 0.1 0.1878
H 4.52674 2.14064 0.86210 0.1 0.0 -0.1 0.1835
O 4.09327 1.83530 -1.13570 -0.1 0.0 -0.2 -0.5224
H 7.12734 1.84186 -0.49196 0.0 0.0 0.0 0.2164
H 6.11480 -0.72908 -1.08971 0.1 -0.1 0.0 0.2134
H 3.90788 0.28411 -2.40761 0.0 0.0 0.1 0.1862
H -2.29509 1.71195 1.05862 0.0 0.0 0.1 0.2508
N -4.70215 2.15710 0.09052 -0.4 0.5 0.2 0.5303
O -4.29946 2.94613 0.92221 0.0 0.2 0.2 -0.3874
O -5.80267 2.20027 -0.42016 -0.2 0.0 -0.1 -0.3806
H -5.20982 0.28003 -1.70293 0.0 0.0 0.0 0.2499
H -3.67510 -1.50619 -2.43705 0.0 -0.1 -0.1 0.2305